Molecular formula: C10H8Cl2N2O2S
Method: DFT, the ωB97M-V functional and the def2-TZVPD basis

```
25
C10H8Cl2N2O2S (the ωB97M-V functional and the def2-TZVPD basis)
O 0.057 -2.206 0.919
O 0.503 2.431 -1.400
Cl -4.205 -2.303 -2.164
Cl -4.107 0.622 -3.399
S 2.483 -0.994 1.795
C -2.864 -1.220 -1.778
C -2.825 0.078 -2.321
C -1.833 -1.629 -0.960
C -1.760 0.962 -1.994
C 1.230 -0.397 0.627
C 1.343 0.888 0.047
C -0.750 -0.766 -0.616
C -0.689 0.548 -1.178
N 0.194 -1.167 0.279
N 0.363 1.327 -0.841
C 1.490 -0.804 3.316
C 2.564 1.749 0.343
H -1.925 -2.622 -0.527
H -1.842 1.928 -2.447
H 1.025 0.181 3.469
H 0.728 -1.545 3.283
H 2.099 -0.975 4.218
H 2.570 2.110 1.397
H 3.494 1.153 0.199
H 2.656 2.653 -0.269
```

Results
Orbital gap   6.762 eV
Relative energy (zero: lowest compared OMol25 entry of this formula, charge and spin)   0.0 kJ/mol
Strongest force on any atom   3.4 eV/A
Multiplicity   1

Charges in e, computed with natural (NBO), in the same order as the atoms: -0.52 -0.53 0.04 0.04 0.27 -0.05 -0.03 -0.19 -0.22 0.00 0.16 0.08 0.17 0.11 0.10 -0.74 -0.66 0.27 0.27 0.22 0.24 0.24 0.24 0.24 0.26